[1]
This record from the OMol25 dataset describes a molecular structure, C47H55CuGeN6O3PS2 at a distorted geometry. The level of theory is the ωB97M-V functional and the def2-TZVPD basis.

Computed properties:
Charge: -2
Spin multiplicity: 2
HOMO energy (alpha / beta): 1.8298 / -1.9743 eV
Gap between HOMO and LUMO (alpha / beta): 1.32 / 5.01 eV
Energy above the lowest of the compared OMol25 structures with the same formula, charge and spin: 166.1 kJ/mol

Structure (XYZ):
```
116
Properties=species:S:1:pos:R:3:mulliken_charge:R:1
Ge -3.35004 0.60416 3.02270 0.94
Cu 1.80900 0.74056 -0.42866 0.03
S 3.17063 -2.01746 -5.09066 -0.19
S 4.52588 -0.38125 -3.04203 -0.48
P 4.09168 -0.23823 -0.37950 1.54
O -0.00434 0.21190 1.83179 -0.26
O 1.26211 2.04065 1.57327 -0.63
O 2.70350 2.18972 -1.55368 -0.10
N 0.93895 -0.11897 -2.48340 0.64
N 1.74910 -0.62744 -3.45345 -0.64
N 6.20909 1.38475 0.64874 0.25
N 0.96435 -0.49390 0.95149 1.26
N 5.06698 0.17738 2.40943 0.56
N 6.55004 -1.00858 0.90834 0.18
C -4.84842 2.68480 4.45202 -0.64
C -4.87818 2.03359 -1.24672 -0.58
C -4.80403 0.35950 0.50336 -0.54
C -3.84221 1.10127 1.24097 0.91
C 1.70933 -3.08946 -4.87445 -0.64
C -2.98764 -3.10334 4.96156 -0.65
C 6.06194 -0.94585 2.23980 -0.83
C 2.27094 2.66552 -2.67734 0.30
C -4.73123 1.28675 4.23124 0.07
C -5.29455 0.80593 -0.70631 -0.59
C 1.25653 3.81828 -5.08312 -0.87
C -1.61729 -2.09530 -7.42685 -0.37
C 0.60915 2.74428 -4.48125 -0.31
C 0.37983 -1.81976 0.79725 1.65
C -3.53735 -2.31115 2.36442 0.11
C -3.47673 -3.66361 2.68342 -0.66
C -0.47820 -1.89628 -5.31075 0.34
C -6.93478 1.03978 5.26778 -0.56
C -3.20217 -4.06501 3.98393 -0.53
C -0.77222 1.41234 -1.77312 -0.89
C -3.33423 -1.32873 3.33387 0.35
C -0.65084 2.18080 2.98166 -0.89
C 7.14097 0.27377 0.52986 -0.97
C 2.42025 4.30385 -4.48692 -0.41
C 0.29364 1.45926 2.05011 0.62
C -1.68663 1.37478 3.77003 -1.74
C 5.52845 -1.42916 -0.07772 -1.40
C -3.98247 2.81149 -0.50796 -0.55
C -5.95605 3.23306 5.07516 -0.57
C 1.41412 -2.61285 0.00407 -1.93
C -0.94593 -1.82804 0.01625 -0.55
C 0.43632 -3.28310 -7.03314 -0.47
C 0.43941 1.06004 -2.58974 -0.16
C -1.54064 -1.56981 -6.14388 -0.82
C -3.48176 2.36800 0.70291 -0.52
C -5.83235 0.49213 4.63875 -0.39
C 0.16053 -2.50122 2.15830 -1.37
C -3.05019 -1.75313 4.63520 -0.35
C 5.72463 1.47901 1.97719 -0.84
C 2.91512 3.75185 -3.31842 -0.77
C -0.62533 -2.95804 -7.86987 -0.52
C 0.52846 -2.75377 -5.75011 0.32
C 3.83710 -0.07494 1.56525 -2.44
C 1.10806 2.15409 -3.33093 0.10
C 5.13041 1.33267 -0.37030 -1.42
C -7.01312 2.42356 5.50553 -0.58
C 2.96923 -0.87884 -3.66883 0.29
H -1.64652 -1.11428 0.45735 -0.20
H -0.41614 -1.47301 -4.31575 0.23
H 2.06902 -4.09613 -5.09362 0.54
H 3.33062 -0.95827 1.95433 0.47
H -1.10325 2.97010 2.38075 0.16
H -6.00090 4.30578 5.23894 0.35
H -0.14210 -3.54615 2.02843 0.46
H -6.01256 0.19603 -1.24556 0.37
H -3.65814 3.77134 -0.89582 0.34
H 1.44971 -3.02439 -3.81881 -0.02
H -0.75865 -1.54146 -1.02029 -0.29
H -0.62088 -1.99587 2.72859 0.09
H -1.61826 1.61620 -2.43843 0.54
H -5.18024 -0.57708 0.89888 0.33
H -7.74466 0.39189 5.59043 0.35
H -0.59545 2.32687 -1.19981 0.34
H 1.00611 -3.59484 -0.25371 0.55
H -0.67559 -3.37713 -8.86839 0.34
H 4.81095 0.24571 3.39443 0.39
H 8.00740 0.46181 1.17195 0.31
H 6.03401 -1.59638 -1.02779 0.46
H 0.00645 2.69837 3.68637 0.49
H -4.04607 3.34635 4.13326 0.18
H -5.80341 -0.57981 4.46420 0.20
H -1.05025 0.61153 -1.09129 -0.26
H 4.44689 2.16737 -0.22120 0.52
H 6.87928 -0.75364 2.93988 0.35
H 2.94880 5.13498 -4.94386 0.36
H -2.76993 -3.40509 5.98004 0.35
H -7.87955 2.85550 5.99217 0.33
H 6.54341 1.65951 2.67854 0.37
H 2.33030 -2.75967 0.58905 0.12
H -5.25661 2.37733 -2.20124 0.35
H 1.67297 -2.08392 -0.91594 0.12
H -3.14623 -5.11899 4.23039 0.34
H -1.41402 -2.81929 0.03602 0.54
H 4.96630 2.25549 2.06352 0.38
H 1.21383 -3.95516 -7.38415 0.35
H -2.05357 2.00168 4.58648 0.81
H -2.30881 -0.89439 -5.78651 0.42
H 3.16299 0.76845 1.72258 0.92
H -2.44455 -1.83449 -8.07619 0.35
H 1.09004 -2.47026 2.73903 0.23
H -0.29598 2.34048 -4.92600 0.41
H 7.46992 0.20663 -0.50594 0.42
H 5.11213 -2.38936 0.24020 0.37
H -2.79559 3.00997 1.24045 0.07
H -1.18611 0.51991 4.23825 0.57
H 3.81587 4.14246 -2.85787 0.38
H 5.57696 1.46444 -1.35353 0.62
H -2.88799 -1.00997 5.41100 0.32
H 0.86259 4.26665 -5.98672 0.36
H -3.72352 -2.02323 1.33864 -0.01
H -3.63341 -4.40636 1.90935 0.37
H 5.54561 -1.86650 2.50835 0.35
```



[2]
This record from the OMol25 dataset describes a molecular structure, C9H9MnO6 at a distorted geometry. The level of theory is the ωB97M-V functional and the def2-TZVPD basis.

Computed properties:
Charge: +1
Spin multiplicity: 6
HOMO energy (alpha / beta): -11.9220 / -12.9550 eV
Gap between HOMO and LUMO (alpha / beta): 6.93 / 6.38 eV
Energy above the lowest of the compared OMol25 structures with the same formula, charge and spin: 0.0 kJ/mol

Structure (XYZ):
```
25
Properties=species:S:1:pos:R:3:mulliken_charge:R:1
Mn 2.48259 0.69842 1.38636 -0.19
O -0.27180 0.39760 2.48290 -0.16
O 2.31317 -1.96786 0.12942 -0.18
O 0.80510 1.76372 -1.68723 -0.27
O 2.48244 3.45849 2.44828 -0.22
O 4.63498 1.42035 -0.43998 -0.26
O -0.58687 -0.47712 -0.39586 -0.27
C -2.42846 -2.04847 -0.24207 -0.57
C 2.29235 -0.84766 0.39298 0.59
C 2.45190 2.46002 1.83563 0.51
C -2.99786 -0.61598 -0.15554 -0.56
C -0.90201 -1.86510 -0.21373 -0.37
C 0.63999 0.60856 1.84699 0.54
C 1.88895 1.96699 -2.13817 0.01
C -1.79781 0.30273 -0.45199 -0.36
C 3.95044 1.05422 0.50716 0.29
H -2.72102 -2.51802 -1.18438 0.28
H -1.71750 1.12732 0.27257 0.25
H -1.86925 0.74288 -1.46018 0.32
H -3.81372 -0.45372 -0.85986 0.32
H -0.39491 -2.43742 -1.00884 0.28
H -0.48337 -2.18977 0.75536 0.25
H 2.16965 2.51595 -3.26107 0.24
H -3.36459 -0.42175 0.85623 0.25
H -2.76239 -2.67437 0.58505 0.28
```



[3]
This record from the OMol25 dataset describes a single C3H14Si4 molecule at a distorted geometry. The level of theory is the ωB97M-V functional and the def2-TZVPD basis.

Computed properties:
Charge: 0
Spin multiplicity: 1
HOMO energy (alpha / beta): -7.3870 / -8.0647 eV
Gap between HOMO and LUMO (alpha / beta): 5.88 / 7.12 eV
Energy above the lowest of the compared OMol25 structures with the same formula, charge and spin: 245.3 kJ/mol

Structure (XYZ):
```
21
Properties=species:S:1:pos:R:3:mulliken_charge:R:1
Si -1.72483 3.04495 1.38243 0.16
Si -0.55343 -0.84663 1.52800 0.36
Si -2.15239 0.77066 1.76684 0.18
Si -0.07764 -2.13690 -0.28064 0.07
C 2.49162 -1.38377 -1.37883 -1.58
C 0.60886 0.36566 -1.48195 -1.41
C 0.97426 -1.09971 -1.61144 0.36
H 0.46769 0.09736 2.12150 -0.12
H 1.15175 0.98191 -2.32079 0.33
H 2.93157 -0.74070 -2.03074 0.43
H 2.67595 -1.06837 -0.39505 0.42
H -1.41114 -2.47169 -0.69478 -0.13
H -3.07975 0.44598 0.72621 -0.13
H -0.49659 0.43262 -1.46627 0.32
H -1.03896 4.18545 0.77680 -0.09
H 1.03644 0.76356 -0.65403 0.42
H 2.68480 -2.31830 -1.65023 0.48
H 0.73694 -1.37771 -2.78048 0.29
H -1.52548 3.42388 2.91129 -0.08
H -0.76107 -1.97184 2.39514 -0.21
H -2.93860 0.90359 3.13702 -0.09
```



[4]
This record from the OMol25 dataset describes a molecular structure, C17H12Cl4IO5RhS. The level of theory is the ωB97M-V functional and the def2-TZVPD basis.

Computed properties:
Charge: 0
Spin multiplicity: 5
HOMO energy (alpha / beta): -8.3849 / -9.0991 eV
Gap between HOMO and LUMO (alpha / beta): 8.40 / 6.70 eV
Energy above the lowest of the compared OMol25 structures with the same formula, charge and spin: 0.0 kJ/mol

Structure (XYZ):
```
41
Properties=species:S:1:pos:R:3:mulliken_charge:R:1
I 3.51299 2.21719 2.08590 0.12
Rh -2.06168 0.95546 -0.46603 1.10
Cl -2.15919 -0.44392 4.47089 -0.16
Cl -2.34489 -4.19046 -0.54580 -0.16
Cl -2.26570 -3.56826 4.83416 -0.17
Cl -2.35192 -5.41885 2.34764 -0.17
S 0.74066 -0.65063 -0.56629 0.81
O -2.62082 2.77912 -1.15903 -0.80
O -0.04624 0.43384 -1.29703 -0.72
O -2.17937 0.33080 1.64173 -0.78
O -1.77210 4.68787 -1.95953 -0.61
O -2.26252 -1.25445 -0.49288 -0.97
C -0.58445 2.88966 0.86050 -0.62
C 2.46660 -0.25705 -0.98570 -0.43
C -2.27446 -1.78762 0.65600 0.54
C -1.69917 3.71017 -1.25373 0.48
C -2.22377 -0.91661 1.82692 0.38
C 0.55290 2.54076 1.58329 -0.49
C 1.74484 -1.81214 -2.73588 -0.67
C -2.26887 -2.86598 3.27158 0.39
C 0.70794 -2.08811 -1.65673 -0.77
C -2.31066 -3.72175 2.12162 0.23
C -0.47094 3.44196 -0.41325 0.48
C -2.22637 -1.50615 3.12641 0.05
C 1.79806 2.76194 1.02256 -0.20
C 1.92667 3.35185 -0.23144 -0.42
C -2.31388 -3.19527 0.85625 0.15
C 0.78964 3.69606 -0.94055 -0.61
C 2.96933 -1.30999 -1.97401 -0.66
H 3.05122 -0.17223 -0.07189 0.32
H 1.37255 -1.04217 -3.41438 0.26
H 3.72785 -0.88649 -2.63160 0.36
H 0.86372 4.15659 -1.91700 0.46
H 1.95802 -2.70565 -3.32165 0.41
H -1.56609 2.74642 1.30380 0.73
H 0.45528 2.11164 2.57143 0.47
H 0.97979 -2.95094 -1.04253 0.45
H 2.90776 3.53834 -0.64781 0.45
H 3.42889 -2.14047 -1.43327 0.28
H 2.37279 0.73158 -1.43749 0.14
H -0.32442 -2.19605 -1.98510 0.36
```



[5]
This record from the OMol25 dataset describes a molecular structure, CH11O8V at a distorted geometry. The level of theory is the ωB97M-V functional and the def2-TZVPD basis.

Computed properties:
Charge: +1
Spin multiplicity: 4
HOMO energy (alpha / beta): -10.8114 / -12.3372 eV
Gap between HOMO and LUMO (alpha / beta): 7.30 / 8.82 eV

Structure (XYZ):
```
21
Properties=species:S:1:pos:R:3:mulliken_charge:R:1
V -2.63087 0.33244 -17.80035 0.77
O -4.62080 1.20379 -17.53870 -0.44
O -1.95529 2.37767 -18.22121 -0.58
O -1.06804 3.19898 -20.08005 -0.46
O -2.13381 0.79840 -15.59127 -0.44
O -3.33238 -1.64718 -16.87283 -0.31
O -0.67055 -0.61257 -17.56617 -0.49
O -1.81874 1.07058 -19.85814 -0.74
O -3.62414 -0.69500 -19.52322 -0.46
C -1.66428 2.22764 -19.38454 0.96
H -3.67176 -0.43338 -20.44215 0.28
H -5.21577 1.66305 -16.94443 0.27
H -5.13458 1.21775 -18.33955 0.29
H -0.86395 -1.38096 -17.03052 0.32
H -4.39900 -1.21111 -19.36418 0.29
H 0.06423 -0.97819 -18.03427 0.26
H -3.87857 -2.22078 -16.31254 0.26
H -2.92761 -2.38471 -17.33100 0.31
H -2.57229 1.18591 -14.86843 0.26
H -1.20563 1.01385 -15.47508 0.32
H -1.02764 3.22147 -21.02030 0.35
```



[6]
This record from the OMol25 dataset describes a gas-phase ion, C6H12Cl2N3 (charge +1) at a distorted geometry. The level of theory is the ωB97M-V functional and the def2-TZVPD basis.

Computed properties:
Charge: +1
Spin multiplicity: 1
HOMO energy (alpha / beta): -11.6482 / -11.5223 eV
Gap between HOMO and LUMO (alpha / beta): 5.87 / 5.65 eV
Energy above the lowest of the compared OMol25 structures with the same formula, charge and spin: 416.9 kJ/mol

Structure (XYZ):
```
23
Properties=species:S:1:pos:R:3:mulliken_charge:R:1
Cl -0.63917 1.52207 -2.72064 -0.30
Cl -2.08435 1.21923 0.12105 0.04
N -0.68656 -0.92172 0.66798 -0.09
N 1.17970 1.00172 -0.33933 -0.29
N 0.10040 -0.67190 -1.49033 0.05
C -0.41572 -1.40880 -0.53054 0.53
C 1.70476 2.25481 -0.00515 -0.90
C 0.80388 0.53969 -1.51770 -0.70
C -0.84115 0.71843 2.48999 -0.94
C -0.56918 -2.85832 -0.69536 -1.35
C -1.05532 0.30753 1.05369 0.63
H 2.85111 2.21458 -0.41749 0.28
H 1.31774 0.54513 -2.34546 0.67
H 1.22495 3.05334 -0.53899 0.37
H -0.74297 -0.17264 3.14553 0.36
H -1.82884 1.20628 2.79318 0.37
H 0.24320 -1.12226 -2.47207 0.36
H 1.76700 2.40979 1.06356 0.28
H -0.62718 -3.25686 -1.76299 0.40
H -1.56493 -3.09356 -0.21380 0.37
H 0.01523 1.32581 2.48478 0.20
H -0.42894 -1.49028 1.47916 0.31
H 0.27633 -3.32206 -0.24908 0.36
```